No. 1
11
Properties=species:S:1:pos:R:3 method="wB97M-V/def2-TZVPD" homo_energy_ev=-9.93 lumo_ev=-0.7567 orbital_gap_ev=9.174 mol_weight_g_mol=96.04 relative_energy_kj_mol=319.7 e_tot_ha=-596.20263
C -0.270 -0.526 -1.123
C 0.658 1.210 0.871
O 1.726 -1.463 0.549
F -2.030 -1.560 0.472
P 0.958 -0.338 -0.020
H -1.507 -1.036 -0.243
H -0.827 0.358 -1.345
H -0.394 -1.430 -1.835
H -0.116 1.116 1.599
H 1.541 1.977 1.175
H 0.259 1.694 -0.099

No. 2
19
Properties=species:S:1:pos:R:3 method="wB97M-V/def2-TZVPD" homo_energy_ev=-8.86 lumo_ev=0.8837 orbital_gap_ev=9.744 mol_weight_g_mol=113.16 relative_energy_kj_mol=295.4 e_tot_ha=-361.27687
C -0.037 -1.291 -1.238
C 2.125 0.165 0.610
N -0.436 -0.378 -0.183
C -0.876 0.841 -0.366
C 0.733 -0.160 1.025
N -2.100 0.599 -1.535
C 0.280 -0.300 2.255
N -0.807 1.948 0.196
H -2.187 -0.261 -2.064
H -3.018 0.811 -1.159
H -1.506 2.608 -0.134
H 0.822 -1.864 -0.894
H -0.856 -1.989 -1.429
H 0.213 -0.776 -2.168
H 2.784 0.196 1.480
H 2.532 -0.579 -0.077
H 2.153 1.134 0.112
H 0.955 -0.315 3.102
H -0.774 -0.389 2.466

No. 3
76
Properties=species:S:1:pos:R:3 method="wB97M-V/def2-TZVPD" homo_energy_ev=-8.26 lumo_ev=-0.6690 orbital_gap_ev=7.594 mol_weight_g_mol=531.66 relative_energy_kj_mol=12.8 e_tot_ha=-1740.12144
C -4.604 -1.920 0.386
H -4.599 -2.854 -0.170
H -3.636 -1.806 0.870
H -5.366 -1.986 1.156
C -4.869 -0.750 -0.575
N -4.826 0.570 0.039
C -3.530 0.942 0.564
H -3.433 0.713 1.640
C -3.257 2.435 0.337
C -1.793 2.785 0.587
N -0.967 2.125 -0.392
C 0.355 1.934 -0.319
C 1.132 2.515 0.708
C 2.478 2.291 0.811
C 3.160 1.495 -0.119
C 2.436 0.955 -1.155
C 1.055 1.141 -1.268
N 0.412 0.451 -2.317
O -0.809 0.549 -2.444
O 1.087 -0.242 -3.058
H 2.904 0.350 -1.917
C 4.626 1.168 0.061
N 4.775 -0.275 -0.009
C 5.142 -1.026 1.047
O 5.753 -0.563 1.995
C 4.757 -2.493 0.926
C 3.477 -2.680 0.157
C 3.473 -3.403 -1.010
C 2.307 -3.556 -1.775
C 1.141 -2.972 -1.372
C 1.094 -2.217 -0.181
C -0.101 -1.599 0.244
C -0.136 -0.854 1.388
C 1.025 -0.700 2.160
C 2.196 -1.293 1.780
C 2.272 -2.065 0.600
H 3.074 -1.168 2.394
H 0.986 -0.112 3.065
H -1.053 -0.385 1.711
H -0.988 -1.728 -0.360
H 0.242 -3.071 -1.961
H 2.346 -4.129 -2.688
H 4.386 -3.866 -1.355
H 5.574 -3.018 0.423
H 4.681 -2.901 1.937
H 4.291 -0.735 -0.766
C 5.505 1.873 -0.971
C 7.017 1.712 -0.805
O 7.770 2.082 -1.681
N 7.462 1.201 0.358
H 6.884 0.749 1.053
H 8.459 1.084 0.444
H 5.301 2.946 -0.941
H 5.255 1.529 -1.977
H 4.926 1.472 1.070
H 3.029 2.735 1.627
H 0.642 3.143 1.434
H -1.439 1.689 -1.180
H -1.506 2.461 1.595
H -1.655 3.873 0.526
H -3.882 3.038 0.995
H -3.522 2.679 -0.693
H -2.771 0.369 0.028
C -5.913 0.824 0.964
C -7.254 0.715 0.245
C -7.395 -0.664 -0.387
C -6.206 -0.910 -1.309
H -6.237 -0.181 -2.121
H -6.260 -1.908 -1.745
H -7.434 -1.427 0.392
H -8.324 -0.725 -0.957
H -8.064 0.902 0.952
H -7.294 1.475 -0.537
H -5.896 0.134 1.826
H -5.794 1.838 1.353
H -4.074 -0.757 -1.333